# 1
{
  "formula": "C22H17N5OS2",
  "method": "ωB97M-V with the def2-TZVPD basis set",
  "elements": ["N", "N", "N", "N", "O", "S", "S", "C", "C", "C", "C", "C", "C", "C", "C", "C", "C", "C", "C", "C", "C", "C", "C", "C", "C", "C", "C", "N", "C", "C", "H", "H", "H", "H", "H", "H", "H", "H", "H", "H", "H", "H", "H", "H", "H", "H", "H"],
  "positions_angstrom": [[1.994, 1.492, 5.270], [1.091, 1.183, 4.356], [0.793, -2.453, -0.973], [0.035, -2.351, -2.020], [2.895, 0.217, 3.597], [1.746, -1.638, 1.479], [4.521, 0.624, 5.801], [3.038, 0.865, 4.805], [1.602, 0.405, 3.416], [0.955, -0.241, 2.239], [-0.058, 0.282, 1.320], [0.624, -1.624, 0.090], [-0.951, -1.401, -2.077], [-2.500, -1.121, -6.112], [-4.304, 2.515, -0.737], [-1.141, -1.366, -6.036], [-3.310, -1.081, -5.098], [-3.299, 2.575, -1.729], [-4.282, 1.452, 0.180], [-0.668, -1.607, -4.698], [-2.859, -1.118, -3.810], [-2.368, 1.581, -1.807], [-3.293, 0.420, 0.094], [-0.382, -0.595, 0.144], [-1.515, -1.346, -3.537], [-2.432, 0.435, -0.974], [-1.305, -0.547, -0.958], [-0.545, 1.493, 1.708], [7.096, -0.300, 4.935], [5.541, -0.489, 4.688], [-2.994, -1.373, -7.023], [-5.116, 3.264, -0.618], [-0.425, -1.510, -6.957], [-4.388, -1.144, -5.054], [-3.054, 3.519, -2.446], [-4.973, 1.235, 0.953], [0.365, -1.919, -4.561], [-3.513, -1.032, -2.962], [-1.457, 1.547, -2.467], [-3.440, -0.455, 0.707], [-0.397, 2.247, 1.110], [-0.302, 1.636, 2.674], [7.473, -0.802, 5.803], [7.100, 0.791, 4.978], [7.740, -0.573, 4.107], [5.400, -0.121, 3.625], [5.261, -1.572, 4.574]],
  "lowdin_charge": [0.052, 0.051, 0.007, 0.051, 0.058, 1.039, 0.949, -0.615, -0.370, -0.338, -0.240, -0.483, -0.107, -0.153, -0.079, -0.056, -0.130, -0.098, -0.057, -0.011, -0.058, -0.066, -0.034, -0.071, -0.124, -0.224, -0.040, 0.126, -0.150, -0.497, 0.104, 0.110, 0.140, 0.118, 0.156, 0.087, 0.093, 0.111, 0.140, 0.120, 0.088, 0.064, 0.055, 0.052, 0.066, 0.080, 0.087],
  "mol_weight_da": 431.55,
  "e_above_lowest_kcal_mol": 96.6,
  "homo_lumo_gap_ev": 7.2,
  "lumo_energy_ha": -0.028,
  "homo_energy_ev": -7.909
}

# 2
{
  "formula": "C22H18AlF9O2",
  "method": "ωB97M-V with the def2-TZVPD basis set",
  "elements": ["C", "C", "C", "H", "C", "C", "H", "H", "H", "H", "C", "C", "C", "H", "C", "C", "H", "H", "H", "H", "Al", "O", "C", "C", "H", "H", "H", "H", "C", "C", "C", "H", "C", "H", "C", "H", "C", "H", "F", "C", "F", "F", "C", "O", "C", "F", "F", "F", "C", "F", "F", "F"],
  "positions_angstrom": [[-2.753, -0.267, -0.106], [-2.473, 0.234, 1.186], [-1.730, 1.408, 1.063], [-2.603, -0.162, 2.176], [-1.538, 1.628, -0.355], [-2.166, 0.544, -1.076], [-2.262, 0.406, -2.132], [-3.268, -1.188, -0.430], [-1.413, 2.008, 1.886], [-1.382, 2.597, -0.782], [1.656, -1.324, 1.361], [0.649, -2.140, 1.800], [-0.129, -2.638, 0.551], [0.136, -1.899, 2.745], [0.732, -2.260, -0.572], [1.794, -1.501, -0.093], [2.706, -1.314, -0.639], [2.313, -0.762, 1.980], [-0.436, -3.717, 0.488], [0.561, -2.750, -1.520], [-0.061, -0.025, -0.074], [1.188, 1.170, 0.255], [1.298, 2.589, 0.085], [1.483, 3.013, -1.319], [0.376, 3.091, 0.456], [2.177, 2.871, 0.693], [0.583, 3.040, -1.931], [1.892, 4.930, -3.071], [2.807, 4.364, -2.857], [2.716, 3.297, -1.903], [3.923, 2.569, -1.593], [3.843, 1.720, -0.901], [5.125, 2.920, -2.198], [6.032, 2.355, -1.968], [5.189, 3.999, -3.100], [6.141, 4.276, -3.557], [4.025, 4.721, -3.417], [4.072, 5.568, -4.106], [-4.148, -3.085, -0.342], [-3.117, -3.725, 0.280], [-3.545, -4.959, 0.684], [-2.178, -3.907, -0.685], [-2.708, -2.898, 1.502], [-1.099, -1.580, 0.672], [-3.970, -2.210, 2.072], [-4.911, -3.170, 2.326], [-3.705, -1.557, 3.231], [-4.605, -1.297, 1.289], [-1.978, -3.582, 2.669], [-2.766, -4.524, 3.270], [-0.818, -4.247, 2.413], [-1.656, -2.629, 3.596]],
  "lowdin_charge": [-0.146, -0.117, -0.096, 0.101, -0.180, -0.115, 0.104, 0.106, 0.109, 0.099, -0.079, 0.047, -0.343, 0.132, -0.015, -0.055, 0.128, 0.114, 0.157, 0.136, 0.488, -0.181, -0.252, -0.027, 0.109, 0.128, 0.109, 0.113, -0.037, -0.239, -0.023, 0.110, -0.094, 0.101, -0.092, 0.099, -0.095, 0.103, 0.131, -0.500, 0.150, 0.135, 0.121, -0.206, -0.517, 0.145, 0.128, 0.117, -0.496, 0.147, 0.114, 0.120],
  "mol_weight_da": 512.35,
  "e_above_lowest_kcal_mol": 35.2,
  "homo_lumo_gap_ev": [7.0, 5.7],
  "lumo_energy_ha": [-0.026, -0.062],
  "homo_energy_ev": [-7.688, -7.374]
}

# 3
{
  "formula": "C22H18BIrN6O6S6",
  "method": "ωB97M-V with the def2-TZVPD basis set",
  "elements": ["Ir", "O", "S", "O", "O", "C", "C", "C", "C", "C", "C", "S", "O", "O", "O", "H", "H", "H", "H", "S", "C", "C", "C", "C", "N", "C", "C", "C", "S", "C", "N", "H", "H", "C", "N", "C", "C", "N", "B", "N", "C", "C", "N", "C", "C", "S", "C", "S", "H", "H", "H", "H", "H", "H", "H", "H", "H", "H", "H", "H"],
  "positions_angstrom": [[0.098, 0.546, 0.751], [-0.423, 0.833, 4.501], [0.475, 1.782, 3.883], [0.499, 3.096, 4.480], [0.335, 1.882, 2.416], [2.129, 1.114, 4.209], [2.784, 1.709, 5.280], [4.018, 1.253, 5.717], [4.620, 0.181, 5.080], [3.984, -0.418, 4.005], [2.748, 0.038, 3.561], [2.130, -0.783, 2.092], [0.685, -1.048, 2.275], [2.951, -1.945, 1.922], [2.235, 0.236, 1.013], [2.300, 2.548, 5.760], [4.505, 1.740, 6.552], [5.584, -0.187, 5.408], [4.437, -1.249, 3.484], [-0.002, 2.410, -0.578], [-0.539, 2.002, -2.206], [-1.605, 2.786, -2.661], [-2.063, 2.737, -3.967], [-3.147, 3.582, -4.378], [-4.010, 4.268, -4.711], [-1.452, 1.851, -4.865], [-0.414, 1.050, -4.418], [0.063, 1.100, -3.110], [0.347, -0.852, -1.010], [-1.877, 1.763, -6.232], [-2.209, 1.681, -7.331], [-2.083, 3.452, -1.956], [0.060, 0.374, -5.114], [-2.745, -0.878, 3.617], [-2.801, -1.487, 2.302], [-3.015, -2.825, 2.056], [-2.908, -2.994, 0.716], [-2.641, -1.776, 0.150], [-2.540, -1.457, -1.384], [-1.052, -1.373, -1.826], [-0.753, -1.898, -3.053], [0.360, -1.749, -3.805], [1.431, -0.857, -3.600], [2.747, -1.459, -3.717], [1.272, 0.263, -2.783], [2.673, 1.157, -2.333], [-2.571, -0.864, 1.125], [-2.196, 0.810, 0.873], [-3.675, -1.080, 4.149], [-2.604, 0.190, 3.491], [-1.889, -1.256, 4.169], [-3.196, -3.524, 2.852], [-2.992, -3.879, 0.112], [-3.027, -2.422, -1.950], [-3.173, -0.449, -1.597], [-1.534, -2.531, -3.459], [0.440, -2.336, -4.712], [2.675, -2.257, -4.459], [3.072, -1.890, -2.764], [3.479, -0.716, -4.022]],
  "lowdin_charge": [0.647, -0.315, 0.475, -0.320, -0.502, -0.196, -0.065, -0.086, -0.089, -0.065, -0.210, 0.486, -0.411, -0.288, -0.451, 0.104, 0.096, 0.096, 0.104, 0.577, -0.561, -0.062, -0.193, -0.188, 0.135, -0.182, 0.030, -0.259, 0.830, -0.189, 0.133, 0.105, 0.124, -0.032, -0.106, -0.054, -0.055, -0.010, -0.517, -0.364, -0.225, -0.166, -0.248, -0.118, -0.896, 0.529, -0.649, 0.642, 0.088, 0.051, 0.088, 0.111, 0.115, 0.064, 0.056, 0.096, 0.096, 0.074, 0.085, 0.036],
  "charge": -2,
  "mol_weight_da": 857.85,
  "e_above_lowest_kcal_mol": 46.5,
  "homo_lumo_gap_ev": 5.7,
  "lumo_energy_ha": 0.154,
  "homo_energy_ev": -1.475
}

# 4
{
  "formula": "C22H18Br2N4O2Pt",
  "method": "ωB97M-V with the def2-TZVPD basis set",
  "elements": ["Pt", "C", "C", "O", "C", "C", "C", "N", "N", "C", "O", "C", "C", "C", "C", "C", "C", "H", "H", "H", "H", "H", "H", "H", "H", "H", "H", "H", "H", "Br", "C", "C", "C", "N", "C", "C", "C", "C", "C", "Br", "C", "C", "N", "H", "H", "H", "H", "H", "H"],
  "positions_angstrom": [[-0.891, 0.097, -1.035], [-0.006, -2.140, -4.697], [0.147, -1.891, -3.211], [-0.764, -1.177, -2.692], [1.213, -2.514, -2.555], [1.358, -2.541, -1.159], [2.229, -3.565, -0.485], [0.656, -1.712, -0.434], [0.416, -1.911, 0.853], [-0.741, -1.469, 1.278], [-1.681, -1.110, 0.482], [-0.971, -1.439, 2.733], [-2.272, -1.453, 3.227], [-2.501, -1.302, 4.581], [-1.434, -1.126, 5.448], [-0.137, -1.103, 4.958], [0.099, -1.267, 3.606], [-0.008, -1.200, -5.247], [-0.969, -2.614, -4.872], [0.781, -2.777, -5.082], [1.903, -3.097, -3.142], [2.743, -4.187, -1.210], [1.595, -4.183, 0.152], [2.959, -3.074, 0.157], [-3.086, -1.588, 2.533], [-3.509, -1.310, 4.963], [-1.611, -1.007, 6.508], [0.691, -0.946, 5.634], [1.102, -1.247, 3.208], [2.581, 4.766, -4.158], [1.425, 3.503, -3.341], [0.814, 2.513, -4.138], [0.047, 1.572, -3.496], [-0.153, 1.558, -2.183], [0.353, 2.588, -1.400], [1.183, 3.565, -1.999], [-0.042, 2.575, -0.043], [0.363, 3.504, 0.944], [-0.162, 3.421, 2.203], [0.424, 4.611, 3.558], [-1.149, 2.460, 2.502], [-1.476, 1.560, 1.518], [-0.919, 1.556, 0.308], [0.957, 2.494, -5.204], [-0.434, 0.783, -4.058], [1.622, 4.344, -1.396], [1.090, 4.261, 0.703], [-1.617, 2.423, 3.470], [-2.216, 0.795, 1.710]],
  "lowdin_charge": [1.311, -0.026, -0.479, -0.233, -0.041, -0.346, -0.037, -0.060, 0.049, -0.504, -0.218, -0.171, -0.042, -0.088, -0.099, -0.086, -0.031, 0.064, 0.085, 0.072, 0.088, 0.066, 0.077, 0.077, 0.116, 0.099, 0.097, 0.099, 0.107, 0.776, -0.657, -0.064, -0.090, -0.065, -0.171, -0.044, -0.171, -0.043, -0.654, 0.777, -0.054, -0.087, -0.062, 0.109, 0.113, 0.106, 0.105, 0.113, 0.117],
  "mol_weight_da": 725.30,
  "e_above_lowest_kcal_mol": 2.6,
  "homo_lumo_gap_ev": [4.6, 4.6],
  "lumo_energy_ha": [-0.060, -0.060],
  "homo_energy_ev": [-6.246, -6.247]
}

# 5
{
  "formula": "C22H18Br2N4O2RhS",
  "method": "ωB97M-V with the def2-TZVPD basis set",
  "elements": ["Rh", "O", "C", "C", "C", "C", "C", "C", "C", "O", "N", "N", "C", "C", "Br", "C", "C", "C", "C", "C", "C", "C", "H", "H", "H", "H", "H", "H", "H", "H", "H", "H", "H", "H", "H", "H", "S", "C", "N", "Br", "C", "C", "C", "N", "C", "C", "H", "H", "H", "H"],
  "positions_angstrom": [[-0.239, 0.521, 0.206], [-3.864, 1.706, -2.048], [-3.217, 2.633, -2.792], [-4.011, 3.517, -3.516], [-3.429, 4.501, -4.291], [-2.045, 4.623, -4.365], [-1.258, 3.742, -3.649], [-1.823, 2.741, -2.860], [-0.920, 1.834, -2.082], [-1.090, 2.002, -0.698], [-1.226, 0.412, -2.378], [-0.437, -0.383, -1.575], [-0.091, -1.573, -1.881], [0.634, -2.424, -0.962], [0.950, -1.692, 0.789], [1.059, -3.666, -1.208], [0.974, -4.359, -2.501], [0.560, -5.692, -2.522], [0.458, -6.369, -3.724], [0.795, -5.734, -4.912], [1.243, -4.421, -4.897], [1.332, -3.734, -3.696], [-3.232, 1.112, -1.624], [-5.086, 3.412, -3.450], [-4.061, 5.182, -4.845], [-1.591, 5.394, -4.971], [-0.178, 3.826, -3.690], [0.121, 2.040, -2.375], [-1.159, 0.173, -3.364], [-0.370, -2.003, -2.839], [1.492, -4.230, -0.388], [0.305, -6.191, -1.595], [0.122, -7.397, -3.735], [0.727, -6.270, -5.849], [1.537, -3.937, -5.818], [1.727, -2.725, -3.682], [-4.231, 0.976, 1.528], [-2.907, 0.251, 1.090], [-1.918, -0.322, 0.718], [-0.173, 4.194, 5.777], [-0.167, 3.153, 4.223], [-1.093, 3.387, 3.220], [-1.055, 2.597, 2.090], [-0.159, 1.609, 1.940], [0.733, 1.388, 2.917], [0.768, 2.138, 4.070], [-1.834, 4.167, 3.309], [-1.744, 2.751, 1.272], [1.438, 0.583, 2.761], [1.503, 1.931, 4.833]],
  "lowdin_charge": [0.971, 0.064, -0.261, 0.001, -0.064, -0.082, -0.036, -0.122, -0.383, -0.259, 0.046, -0.146, -0.123, -0.554, 0.910, -0.064, -0.230, -0.023, -0.057, -0.060, -0.061, -0.051, 0.065, 0.125, 0.111, 0.105, 0.114, 0.139, 0.159, 0.144, 0.121, 0.122, 0.114, 0.113, 0.112, 0.117, 0.760, -0.917, -0.081, 0.844, -0.672, -0.063, -0.108, -0.084, -0.104, -0.080, 0.121, 0.094, 0.093, 0.116],
  "charge": 1,
  "mol_weight_da": 665.19,
  "homo_lumo_gap_ev": [6.1, 6.1],
  "lumo_energy_ha": [-0.173, -0.173],
  "homo_energy_ev": [-10.774, -10.774]
}